A structure of composition C9H7NO in a non-equilibrium geometry. Source: the OMol25 dataset; level of theory: wB97M-V/def2-TZVPD.

Output
**Total energy**: -477.06702 hartree
**Frontier orbital gap**: 9.8 eV
**Relative energy (zero: lowest compared OMol25 entry of this formula, charge and spin)**: 2.514 eV
**LUMO level**: 0.033 Ha

CARTESIAN COORDINATES (ANGSTROEM)
C: -2.938 -0.004 -0.078
C: -2.277 -1.220 -0.301
C: -0.907 -1.228 -0.277
C: -0.141 -0.074 -0.001
C: -0.922 1.132 0.293
C: -2.277 1.191 0.287
C: 1.350 -0.089 0.072
C: 3.294 -0.606 0.269
C: 3.253 0.538 -0.378
H: -4.117 -0.007 -0.074
H: -2.700 -2.056 -0.602
H: -0.437 -2.146 -0.299
H: -0.387 2.228 0.512
H: -2.902 2.137 0.610
H: 4.120 -0.995 0.720
H: 4.077 1.312 -0.849
N: 1.958 -1.012 0.646
O: 1.953 0.900 -0.549